57
Properties=species:S:1:pos:R:3:lowdin_spin:R:1 method="wB97M-V/def2-TZVPD" spin_multiplicity=5 orbital_gap_ha="0.311 / 0.181" total_energy_ev=-38958.3855 charge=+3 homo_energy_ev="-17.23 / -18.37" relative_energy_ev=0.0000 max_force_ev_per_a=0.78
Pt -1.12 -0.27 -0.54 1.50
C -3.52 -1.50 -0.42 0.10
Si -2.43 -3.03 -0.12 0.04
C -3.00 -4.45 -1.16 0.00
C -2.28 -3.42 1.69 0.01
N -0.82 -2.32 -0.60 0.44
C 0.31 -2.87 -1.00 0.12
C 0.45 -4.25 -1.36 0.12
C 1.66 -4.76 -1.71 0.01
C 2.81 -3.95 -1.74 0.23
C 2.72 -2.59 -1.41 0.00
C 1.51 -2.10 -1.07 0.13
F 1.39 -0.78 -0.75 0.08
H -4.43 -1.62 0.19 0.02
H -3.83 -1.38 -1.46 0.00
H -3.20 -0.49 -0.06 0.02
H -4.05 -4.63 -0.90 0.00
H -2.48 -5.38 -0.93 0.00
H -2.96 -4.27 -2.23 0.00
H -3.23 -3.84 2.04 0.00
H -2.06 -2.55 2.30 0.00
H -1.51 -4.18 1.87 0.00
H -0.42 -4.90 -1.35 0.00
H 1.74 -5.81 -1.98 0.00
H 3.77 -4.37 -2.01 0.01
H 3.58 -1.93 -1.41 0.00
C -0.11 0.01 -4.00 0.05
C 0.29 1.22 -3.15 0.06
N -0.73 2.27 -3.15 0.43
C -0.83 3.09 -4.37 0.05
C -2.04 2.70 -5.23 0.04
C -1.51 2.56 -2.07 -0.01
C -2.28 3.84 -2.04 -0.01
N -1.58 1.72 -1.05 0.36
H 0.71 -0.71 -3.98 0.00
H -0.28 0.29 -5.04 0.00
H -1.02 -0.46 -3.62 0.01
H 1.20 1.68 -3.54 0.01
H 0.51 0.94 -2.13 0.01
H 0.10 2.94 -4.92 0.00
H -0.87 4.14 -4.08 0.02
H -1.89 1.74 -5.72 0.00
H -2.16 3.46 -6.00 0.00
H -2.96 2.66 -4.66 0.00
H -1.59 4.69 -2.05 0.00
H -2.89 3.91 -1.14 0.00
H -2.94 3.94 -2.90 0.00
H -2.18 2.15 -0.34 0.01
C 1.56 0.12 4.29 0.00
C 0.05 0.04 4.05 0.00
C -0.28 -0.11 2.65 0.00
N -0.55 -0.23 1.54 0.13
H 1.74 0.25 5.35 0.00
H 2.00 0.98 3.77 0.00
H 2.06 -0.79 3.97 0.00
H -0.47 0.94 4.40 0.00
H -0.40 -0.81 4.57 0.00